{"formula": "C88H80F12N4", "method": "ωB97M-V/def2-TZVPD", "symbols": ["N", "C", "C", "C", "C", "H", "H", "H", "H", "H", "N", "C", "C", "C", "C", "H", "H", "H", "H", "H", "N", "C", "C", "C", "C", "H", "H", "H", "H", "H", "N", "C", "C", "C", "C", "H", "H", "H", "H", "H", "F", "C", "C", "C", "C", "C", "C", "H", "H", "H", "H", "H", "F", "C", "C", "C", "C", "C", "C", "H", "H", "H", "H", "H", "F", "C", "C", "C", "C", "C", "C", "H", "H", "H", "H", "H", "F", "C", "C", "C", "C", "C", "C", "H", "H", "H", "H", "H", "F", "C", "C", "C", "C", "C", "C", "H", "H", "H", "H", "H", "F", "C", "C", "C", "C", "C", "C", "H", "H", "H", "H", "H", "F", "C", "C", "C", "C", "C", "C", "H", "H", "H", "H", "H", "F", "C", "C", "C", "C", "C", "C", "H", "H", "H", "H", "H", "F", "C", "C", "C", "C", "C", "C", "H", "H", "H", "H", "H", "F", "C", "C", "C", "C", "C", "C", "H", "H", "H", "H", "H", "F", "C", "C", "C", "C", "C", "C", "H", "H", "H", "H", "H", "F", "C", "C", "C", "C", "C", "C", "H", "H", "H", "H", "H"], "xyz": [[-2.690270, 5.441305, 0.115553], [-2.511694, 4.574323, 1.077218], [-1.979075, 5.170701, 2.206341], [-1.938593, 6.546453, 1.922557], [-2.302854, 6.660409, 0.578731], [-2.935049, 5.186874, -0.840092], [-2.695472, 3.528421, 0.844936], [-1.952901, 4.752391, 3.209383], [-1.503309, 7.383196, 2.419670], [-2.282956, 7.504034, -0.021160], [1.625998, 1.886802, 6.269225], [0.511416, 2.274457, 5.560511], [0.907558, 2.650555, 4.311759], [2.324754, 2.626975, 4.283854], [2.755186, 2.136879, 5.495927], [1.744961, 1.839124, 7.253166], [-0.477939, 2.136457, 5.910607], [0.161173, 2.991696, 3.606261], [2.881436, 3.025149, 3.453189], [3.751966, 1.886334, 5.840715], [1.402896, 4.799019, 1.390056], [2.631489, 4.306396, 1.035644], [3.592620, 4.777484, 1.903822], [2.948912, 5.627563, 2.851214], [1.608206, 5.564888, 2.518660], [0.468501, 4.520137, 1.026473], [2.705651, 3.799480, 0.087979], [4.655078, 4.563755, 1.875067], [3.387810, 6.201829, 3.664431], [0.840684, 6.087359, 3.076334], [-1.693634, -5.573052, 3.737512], [-2.298206, -5.056235, 4.824826], [-3.111343, -3.999553, 4.413495], [-2.813300, -3.849774, 3.091697], [-2.021800, -4.863048, 2.621969], [-0.990000, -6.284899, 3.719970], [-2.116219, -5.496506, 5.821099], [-3.714852, -3.390173, 5.041809], [-3.055176, -2.965971, 2.565339], [-1.582271, -5.135102, 1.714099], [4.298709, 5.937703, -3.328913], [4.382190, 4.606770, -3.435452], [4.073280, 3.863872, -2.306874], [4.157692, 2.452325, -2.271829], [4.562522, 1.827490, -3.483449], [4.950574, 2.589220, -4.596673], [4.767281, 4.001797, -4.604504], [3.675619, 4.416447, -1.428778], [3.747545, 1.850739, -1.446352], [4.498898, 0.733608, -3.592600], [5.282184, 2.024386, -5.491609], [4.948609, 4.779779, -5.368072], [-2.434921, -0.270871, 2.630419], [-3.245134, -0.042719, 3.679237], [-2.714834, 0.036106, 4.945134], [-3.614441, 0.260583, 5.972240], [-4.996429, 0.483263, 5.772240], [-5.444298, 0.401933, 4.480346], [-4.570775, 0.134136, 3.402734], [-1.642828, -0.156738, 5.146259], [-3.228281, 0.384282, 6.968019], [-5.611725, 0.693471, 6.641070], [-6.499092, 0.522273, 4.272832], [-4.895614, 0.052726, 2.398247], [-4.021996, 1.755812, 0.529468], [-5.330654, 2.010584, 0.858722], [-5.615396, 2.926345, 1.872674], [-6.992449, 3.200807, 2.160125], [-7.975080, 2.411197, 1.614372], [-7.640266, 1.446007, 0.665386], [-6.343774, 1.290145, 0.231511], [-4.789061, 3.552134, 2.266597], [-7.309773, 3.883295, 2.916231], [-9.000188, 2.509455, 2.001689], [-8.492018, 0.800390, 0.380740], [-6.023312, 0.524931, -0.502858], [0.391737, -5.472510, -3.922110], [0.616348, -5.792898, -2.629425], [1.025783, -7.079217, -2.335718], [1.243350, -7.353629, -1.022951], [0.920648, -6.510077, -0.036597], [0.500661, -5.240711, -0.330833], [0.465511, -4.781440, -1.628253], [1.124271, -7.875663, -3.074922], [1.632738, -8.311471, -0.712030], [1.023700, -6.843194, 1.015395], [0.219375, -4.629185, 0.538602], [0.148618, -3.776343, -1.932510], [3.520460, -3.752481, -0.446045], [4.561081, -3.073365, -1.132971], [5.283058, -3.815176, -2.048407], [6.249557, -3.083442, -2.750184], [6.461048, -1.736566, -2.594275], [5.691032, -1.092132, -1.655890], [4.708053, -1.706383, -0.877668], [5.066291, -4.859311, -2.149264], [6.885817, -3.580850, -3.434736], [7.193793, -1.222876, -3.156560], [5.945245, -0.045786, -1.567529], [4.076585, -1.160224, -0.216004], [-4.628458, 1.111749, -2.788729], [-4.142050, 0.161748, -3.615726], [-2.728278, 0.086586, -3.664485], [-2.107163, -0.901155, -4.408571], [-2.874242, -1.732926, -5.216070], [-4.241914, -1.574055, -5.237308], [-4.908879, -0.641693, -4.402225], [-2.242776, 0.783556, -3.006455], [-1.013443, -1.021291, -4.345217], [-2.495978, -2.558499, -5.796805], [-4.886715, -2.221844, -5.835603], [-5.940743, -0.506889, -4.373161], [8.058025, 0.146579, 2.539240], [6.679737, 0.157362, 2.441736], [5.874954, -0.853881, 2.987871], [4.489092, -0.668632, 2.783975], [3.970846, 0.415770, 2.061988], [4.807246, 1.404142, 1.528383], [6.176664, 1.262352, 1.742529], [6.272867, -1.646896, 3.526007], [3.754342, -1.399405, 3.153832], [2.920084, 0.462656, 1.860780], [4.427120, 2.260118, 0.995494], [6.823331, 2.078325, 1.444657], [1.251446, -4.557380, 5.844232], [1.081671, -3.460105, 5.014364], [0.866807, -3.694412, 3.695568], [0.694172, -2.599865, 2.808773], [0.874349, -1.285503, 3.200026], [1.079209, -1.103896, 4.635141], [1.170656, -2.183851, 5.503787], [0.771455, -4.695555, 3.355276], [0.427674, -2.841458, 1.770317], [0.746260, -0.437495, 2.542012], [1.157299, -0.107981, 5.021633], [1.339979, -2.126488, 6.561057], [-3.251218, 4.296500, -3.768752], [-2.077748, 3.821034, -4.198483], [-0.897050, 4.294408, -3.637439], [0.314987, 3.779402, -4.113907], [0.338686, 2.837454, -5.136702], [-0.865058, 2.313653, -5.637654], [-2.074523, 2.827609, -5.196552], [-0.858450, 5.118664, -2.930693], [1.265412, 4.076532, -3.658903], [1.282644, 2.450706, -5.432260], [-0.864314, 1.469660, -6.335972], [-3.065702, 2.521800, -5.523510], [4.554876, -0.958100, -6.296771], [3.391536, -1.480861, -5.874255], [2.231728, -1.295216, -6.602006], [1.075892, -1.785449, -6.067361], [1.032896, -2.495114, -4.886976], [2.213471, -2.612883, -4.168556], [3.386019, -1.993499, -4.574792], [2.273964, -0.746445, -7.550860], [0.213825, -1.793569, -6.772172], [0.177815, -3.065940, -4.525752], [2.183729, -3.061349, -3.162342], [4.325105, -2.163403, -4.063827], [-4.691634, -5.858629, -0.626853], [-4.257818, -4.571778, -0.468590], [-5.134271, -3.597224, -0.075993], [-4.683916, -2.288173, 0.075594], [-3.393221, -1.947082, -0.213000], [-2.502857, -2.973047, -0.570654], [-2.886076, -4.301362, -0.687296], [-6.219507, -3.816751, 0.039445], [-5.423032, -1.529047, 0.326767], [-3.108220, -0.926093, -0.183247], [-1.502735, -2.804640, -0.893034], [-2.155173, -5.004147, -1.157430], [0.183027, 3.412239, -0.884496], [0.203549, 2.043550, -0.944410], [0.927574, 1.436548, -1.938835], [0.928173, 0.046241, -2.004726], [0.184681, -0.627937, -1.050332], [-0.506793, 0.015217, -0.049212], [-0.565314, 1.398590, -0.025508], [1.352399, 2.083276, -2.709451], [1.365377, -0.581983, -2.789067], [0.215770, -1.689588, -1.058319], [-1.104177, -0.609362, 0.565709], [-1.145879, 1.890918, 0.783823]], "forces_ev_per_a": [[0.1, 1.6, -1.7], [0.6, -3.4, 1.6], [-1.2, -0.2, 0.7], [0.3, 0.2, -2.5], [0.1, -0.1, 1.6], [0.1, 0.3, 0.5], [-0.1, 0.3, 0.4], [0.4, -0.2, -0.4], [0.0, 0.2, 0.7], [-0.1, 1.4, -1.1], [0.9, 0.5, -0.8], [0.6, -0.5, 0.0], [-0.6, 0.4, 0.6], [0.0, -0.1, -0.1], [-0.5, 0.1, -0.6], [-0.5, -0.3, 0.7], [-0.6, 0.0, 0.5], [0.5, 0.0, -0.4], [0.4, -0.4, 0.1], [-0.3, 0.2, 0.0], [-0.3, 0.4, 1.2], [0.0, 0.0, -0.5], [0.2, 0.3, -0.2], [-0.7, -0.7, -0.8], [0.0, 0.9, 0.7], [1.3, 0.4, 0.3], [0.1, -0.4, 0.3], [-0.2, 0.0, -0.2], [-0.2, -0.3, -0.3], [-0.3, -0.3, -0.5], [0.3, -0.6, -0.3], [-0.7, -0.3, 1.7], [1.6, -1.4, 1.9], [-0.4, 1.0, -2.6], [0.0, 0.4, 1.7], [-0.1, -0.3, 0.3], [-0.3, 0.3, -0.8], [-0.2, 0.4, 0.2], [-0.6, 0.4, -0.9], [0.3, 0.0, -1.3], [-0.1, 0.3, -0.3], [-0.1, -1.3, 1.0], [-0.6, -0.5, 1.7], [-0.3, 0.7, -1.8], [-0.1, 0.2, 0.4], [-0.7, 0.3, -0.5], [0.7, 0.2, -0.1], [0.6, -0.4, -0.7], [0.5, 0.5, -0.3], [0.3, 0.6, 0.2], [-0.3, 0.7, 0.6], [0.2, -1.2, -0.3], [0.5, -0.1, -0.2], [0.1, 0.1, -0.5], [0.4, -0.5, 0.7], [-0.4, 0.7, 0.4], [1.7, -0.4, 0.2], [-0.4, -0.2, -1.1], [-0.5, 0.1, 1.6], [-0.8, 0.2, -0.3], [0.1, -0.2, 0.3], [-0.1, 0.0, -0.3], [-0.1, 0.1, -0.1], [-0.4, -0.1, -0.7], [-0.9, 0.1, 0.1], [-0.4, 0.5, 0.6], [-0.4, 1.1, -0.7], [1.7, -1.0, 0.0], [-0.2, -0.2, 0.1], [-1.5, -0.2, 0.3], [1.2, -1.0, -0.4], [-0.7, -0.6, 0.0], [0.3, 0.6, 0.4], [0.5, -0.1, -0.5], [0.9, 0.2, -0.4], [-0.5, 0.6, 0.4], [0.0, 0.1, 0.1], [0.3, 1.0, 0.5], [-0.3, 0.3, -1.2], [0.7, -2.4, 0.3], [0.0, 0.5, 2.3], [-0.2, 1.3, 1.2], [-0.7, -1.3, -1.7], [0.1, 0.6, -0.1], [0.0, -0.3, -0.3], [-0.1, 0.4, -0.8], [0.2, 0.2, -0.7], [0.2, -0.5, 0.2], [1.4, 0.9, -0.8], [-2.0, -0.4, 1.1], [0.2, 1.6, 0.5], [0.0, -1.1, -0.2], [-1.0, -1.0, 0.9], [0.0, 1.3, 0.5], [0.9, -1.1, -1.5], [0.2, -0.3, -0.2], [0.4, -0.7, -0.7], [0.6, 0.4, -0.4], [-0.5, 0.3, 0.5], [-0.2, 0.1, 0.5], [-0.5, -0.2, -0.2], [2.4, 0.2, -0.2], [-1.3, -0.4, 0.5], [0.7, 0.3, 0.3], [-0.6, -0.2, 0.0], [-1.4, 0.2, 0.6], [1.5, -0.3, -0.5], [0.6, 0.0, 0.1], [-0.7, 0.2, -0.1], [0.5, 0.1, -0.1], [0.4, 0.1, 0.0], [-1.7, -0.1, -0.2], [-1.1, -0.5, 0.3], [0.3, 0.4, -0.4], [-0.9, 2.7, -1.6], [-0.1, -0.2, -0.2], [0.7, -0.2, -0.2], [0.4, -1.1, 0.7], [-0.4, 0.0, 0.3], [0.6, -1.3, 0.8], [0.6, 0.3, -0.1], [-0.5, 0.0, 0.2], [-0.1, 0.0, 0.0], [0.3, -0.3, -0.1], [-0.2, 1.1, -0.5], [0.3, -1.2, 0.0], [-0.4, 1.1, -0.9], [0.2, -0.6, -0.5], [-0.2, -0.8, 3.0], [-0.1, -0.3, -1.9], [0.1, 0.4, 0.1], [0.0, -0.6, -0.3], [0.2, 0.2, 0.4], [0.1, 0.0, 0.0], [0.1, 0.3, 0.1], [0.0, 0.6, 0.4], [-0.4, 0.2, 0.1], [1.3, -0.6, -0.6], [0.3, 0.1, -0.5], [-0.2, 0.0, -0.2], [-1.1, -0.1, 0.6], [0.2, 0.1, -0.1], [-0.4, 0.9, 1.0], [-0.3, -0.3, 0.1], [-0.4, 0.2, -0.2], [0.6, -0.4, -0.4], [0.1, 0.5, 0.1], [0.3, -0.3, -0.2], [0.2, 0.0, -0.5], [0.0, 0.9, 1.5], [1.4, 0.7, -0.4], [-2.1, -0.9, -1.7], [0.5, -0.6, 0.4], [-0.1, 0.5, 1.5], [0.0, -1.2, -1.4], [-0.1, -0.4, 0.4], [0.3, 0.3, 1.0], [0.0, 0.5, -0.3], [0.1, -0.1, -0.6], [-0.1, 0.4, 0.2], [0.1, 0.8, 0.0], [1.3, -1.0, 0.0], [-1.3, -0.1, 0.1], [-0.9, 0.0, -0.2], [0.6, -1.0, 0.0], [-0.5, -0.3, -0.2], [-0.8, 0.1, -0.7], [1.1, 0.0, 0.0], [0.2, -0.1, 0.1], [0.4, 0.7, 0.0], [0.6, 0.7, 0.1], [-1.0, 0.3, 0.8], [0.2, -0.2, -0.3], [-0.3, 1.3, 0.1], [0.3, 0.1, -1.1], [-0.5, -0.1, 0.0], [0.8, 0.0, 0.0], [-0.3, 0.0, -0.8], [-0.5, -0.6, 1.8], [0.2, -0.5, 0.4], [0.2, 0.8, 0.2], [-0.1, -0.8, 0.0], [-0.4, -0.1, 0.9], [0.6, -0.1, -0.9]], "homo_lumo_gap_ev": 8.50, "homo_ev": -7.9, "mol_weight_g_mol": 1421.6}